Record 1
Molecular formula: C10H12Cl3N8O2V
Method: DFT, the ωB97M-V functional and the def2-TZVPD basis

Positions of all 36 atoms, in Å:
Cl: -1.27 -3.22 -1.58
C: 0.26 -4.85 -0.06
N: -0.53 -0.05 -0.37
C: 1.84 -0.17 2.08
H: 2.34 1.72 -2.47
C: 2.33 1.92 2.84
C: -0.39 2.15 -2.46
C: 0.31 -4.07 -1.45
V: -0.22 -2.04 0.51
N: -2.01 -1.72 1.48
Cl: 1.56 -2.79 -1.29
C: -3.03 -1.62 2.05
C: -4.46 -0.81 3.63
H: 1.38 0.37 -0.28
H: 1.99 3.39 -2.01
H: 2.65 2.27 -0.81
H: -0.82 0.45 0.47
C: 0.55 1.95 -1.28
N: 1.16 -1.00 1.64
C: 1.97 2.36 -1.67
N: -4.79 -0.21 4.56
H: -0.41 3.20 -2.75
O: 0.40 -6.05 -0.08
N: -4.20 -1.51 2.54
O: 0.07 -4.03 0.88
N: 2.10 3.00 3.17
C: 0.09 2.79 -0.07
H: -0.06 1.55 -3.31
H: 0.72 2.60 0.80
H: -1.41 1.86 -2.21
N: 2.70 0.70 2.47
Cl: 0.61 -5.07 -2.86
H: -1.29 -0.01 -1.03
H: 0.16 3.85 -0.31
H: -0.95 2.58 0.19
N: 0.64 0.51 -0.97

As for the maximum force: 0.50 eV Å⁻¹. The value obtained for the LUMO energy (alpha / beta) is 2.1 / 2.1 eV. The orbital gap (alpha / beta) is 0.255 / 0.234 Eh. As for the spin multiplicity: 2. Its relative energy (zero: lowest compared OMol25 entry of this formula, charge and spin) is 0.199 eV. Its charge is -1. The highest occupied orbital energy (alpha / beta) comes out at -4.8 / -4.2 eV.

Löwdin population analysis, charges in e, atoms 1 to 8: 0.6596, -0.7922, -0.0673, -0.3459, 0.0838, -0.4330, -0.0517, -1.4292

---

Record 2
Molecular formula: C4H8NS
Method: DFT, the ωB97M-V functional and the def2-TZVPD basis

Positions of all 14 atoms, in Å:
H: -1.62 -0.88 1.66
H: 2.19 0.27 0.33
C: 0.79 0.56 -1.15
H: 1.57 1.02 -1.77
H: -1.31 0.46 1.48
N: -1.23 -0.36 0.97
H: -1.12 0.00 -0.67
S: -1.36 1.24 -2.65
C: 1.16 0.10 0.07
H: 0.47 -1.51 1.17
C: 0.26 -0.43 1.16
H: -0.46 1.77 -3.53
C: -0.58 0.35 -1.51
H: 0.65 -0.01 2.09

As for the maximum force: 4.32 eV Å⁻¹. The value obtained for the LUMO energy is -6.1 eV. The orbital gap is 0.314 Eh. Its relative energy (zero: lowest compared OMol25 entry of this formula, charge and spin) is 1.887 eV. Its charge is +1. The highest occupied orbital energy comes out at -14.6 eV.

Löwdin population analysis, charges in e, atoms 1 to 8: 0.0641, 0.1318, -0.1280, 0.1272, 0.0770, 0.0286, 0.0106, 1.0339

---

Record 3
Molecular formula: C27H17F5N6O8RuS
Method: DFT, the ωB97M-V functional and the def2-TZVPD basis

Positions of all 65 atoms, in Å:
F: 3.30 0.44 -2.69
N: -6.99 1.91 2.67
Ru: 0.01 -0.33 0.07
C: -1.72 2.88 -4.73
C: 1.06 -3.29 0.81
H: -5.95 0.76 0.54
H: 0.52 2.32 4.91
N: -0.35 1.01 3.60
H: -1.34 4.14 -3.04
C: -0.71 -4.16 -0.48
C: 1.89 1.31 2.02
H: -3.94 -0.67 0.52
C: -4.04 0.07 3.83
C: 1.81 1.98 3.23
C: 0.65 1.80 3.97
C: -0.69 -2.69 -0.53
O: -2.10 3.78 -6.82
C: -1.32 2.05 -2.54
H: 1.44 -6.13 1.25
F: 2.84 1.42 -0.83
H: -1.40 -0.09 -2.36
N: 0.91 0.49 1.67
C: -1.49 0.76 -3.02
O: -0.34 1.50 -0.36
C: -1.78 0.54 -4.36
H: -1.92 -7.20 -1.21
C: 0.62 -5.85 0.61
H: -7.50 2.09 1.83
C: 2.30 0.77 -1.87
H: -1.91 -0.48 -4.72
N: -1.06 -0.45 1.80
H: 2.73 1.40 1.36
H: 2.60 2.63 3.56
C: -1.29 -6.43 -0.78
H: -2.39 -4.79 -1.67
C: -4.29 -0.23 1.44
C: -5.87 1.12 2.66
F: 0.92 -0.94 -2.56
C: -1.55 -5.09 -1.05
F: 1.50 1.62 -2.52
O: -1.66 5.14 -5.21
O: -1.42 3.40 -0.61
C: -5.41 0.56 1.46
O: 1.98 -3.18 1.56
C: -1.45 3.13 -3.40
O: -1.67 -1.66 3.91
C: -1.04 2.37 -1.11
H: -5.52 1.28 4.78
H: -2.10 1.46 -6.28
F: 2.49 -1.40 -1.10
C: 0.35 -4.53 0.33
H: -3.48 -0.12 4.73
H: -0.05 -7.86 0.22
C: -5.17 0.86 3.84
C: -0.22 -6.81 0.03
N: 0.38 -2.24 0.18
O: -2.33 -2.54 1.68
H: -7.33 2.30 3.53
C: 1.53 -0.49 -1.41
O: -1.39 -1.82 -1.07
N: -1.84 4.03 -5.66
C: -3.60 -0.47 2.63
C: -0.19 0.37 2.47
S: -2.14 -1.43 2.58
C: -1.89 1.60 -5.23

As for the maximum force: 1.24 eV Å⁻¹. The value obtained for the LUMO energy (alpha / beta) is -2.9 / -2.8 eV. The orbital gap (alpha / beta) is 0.206 / 0.209 Eh. Its charge is 0. The highest occupied orbital energy (alpha / beta) comes out at -8.5 / -8.5 eV.

Löwdin population analysis, charges in e, atoms 1 to 8: 0.1707, 0.1168, 1.5606, -0.1243, -0.3726, 0.1130, 0.1193, 0.1746

---

Record 4
Molecular formula: C2H2O2
Method: DFT, the ωB97M-V functional and the def2-TZVPD basis

Positions of all 6 atoms, in Å:
C: 1.62 0.26 0.37
H: -2.52 -0.44 -0.35
C: 0.50 0.32 0.01
H: 2.70 0.13 0.67
O: -0.69 0.42 -0.49
O: -1.61 -0.70 -0.22

As for the maximum force: 4.01 eV Å⁻¹. The value obtained for the LUMO energy is 0.2 eV. The orbital gap is 0.362 Eh. Its relative energy (zero: lowest compared OMol25 entry of this formula, charge and spin) is 4.633 eV. Its charge is 0. The highest occupied orbital energy comes out at -9.6 eV. Its SMILES is C#COO.

Löwdin charges, unit e, in atom order: 0.1142, 0.0932, -0.2596, 0.0673, -0.0397, 0.0247